{
  "formula": "C43H56CoN5O4SSe",
  "method": "wB97M-V/def2-TZVPD",
  "symbols": ["Co", "C", "C", "C", "C", "C", "C", "C", "Se", "C", "C", "C", "C", "C", "C", "O", "C", "C", "C", "C", "C", "C", "C", "C", "C", "O", "C", "C", "C", "C", "C", "C", "H", "H", "H", "H", "H", "H", "H", "H", "H", "H", "H", "H", "H", "H", "H", "H", "H", "H", "H", "H", "H", "H", "H", "H", "H", "H", "H", "H", "H", "H", "H", "H", "H", "H", "H", "H", "H", "H", "H", "H", "S", "C", "N", "N", "C", "C", "C", "C", "C", "C", "N", "N", "C", "C", "C", "C", "C", "C", "H", "H", "H", "H", "H", "H", "H", "H", "H", "H", "H", "N", "C", "C", "O", "O", "H", "H", "H", "H", "H"],
  "coordinates": [[0.7458, 0.4282, 1.0022], [-4.0062, -4.8522, 2.4239], [-2.6349, -5.4864, 2.1559], [-2.6875, -6.2747, 0.8407], [-2.3321, -6.4652, 3.2906], [-1.5881, -4.3784, 2.0496], [-1.7037, -3.4135, 1.0576], [-0.7846, -2.3889, 1.0003], [-1.0371, -0.9036, -0.1815], [-2.3919, -0.1813, 0.9598], [-3.6991, -0.6416, 0.9016], [-4.5902, -0.2860, 1.8989], [-4.1033, 0.5243, 2.9326], [-2.8097, 1.0177, 3.0067], [-1.9195, 0.6604, 1.9662], [-0.7151, 1.2047, 1.8451], [-2.3540, 1.9386, 4.1370], [-3.4685, 2.2070, 5.1512], [-1.1797, 1.2906, 4.8850], [-1.9240, 3.2917, 3.5553], [-6.0477, -0.7453, 1.9214], [-6.3095, -1.5645, 3.1929], [-6.9719, 0.4805, 1.9083], [-6.3925, -1.6145, 0.7119], [0.2918, -2.2607, 1.8833], [1.1693, -1.2913, 1.6388], [0.4408, -3.2443, 2.8822], [-0.5129, -4.2610, 2.9268], [1.6629, -3.2953, 3.8004], [1.4781, -4.2865, 4.9542], [2.8530, -3.7607, 2.9490], [1.9870, -1.9299, 4.4184], [-4.7775, -5.6230, 2.5005], [-4.2907, -4.1674, 1.6231], [-3.9895, -4.2846, 3.3566], [-3.4320, -7.0721, 0.9059], [-1.7177, -6.7256, 0.6222], [-2.9564, -5.6342, -0.0008], [-3.1142, -7.2256, 3.3326], [-2.3043, -5.9631, 4.2597], [-1.3785, -6.9751, 3.1384], [-2.5197, -3.4406, 0.3447], [-3.9938, -1.2871, 0.0847], [-4.7931, 0.7939, 3.7205], [-3.8000, 1.2895, 5.6426], [-4.3344, 2.6894, 4.6924], [-3.0871, 2.8776, 5.9237], [-1.5094, 0.3744, 5.3815], [-0.8014, 1.9740, 5.6500], [-0.3594, 1.0466, 4.2115], [-2.7546, 3.7607, 3.0204], [-1.0977, 3.1577, 2.8633], [-1.6106, 3.9651, 4.3572], [-6.1079, -0.9822, 4.0933], [-5.6734, -2.4508, 3.2158], [-7.3529, -1.8877, 3.2277], [-6.8047, 1.1178, 2.7779], [-8.0185, 0.1663, 1.9189], [-6.8019, 1.0818, 1.0130], [-5.7740, -2.5132, 0.6710], [-6.2676, -1.0669, -0.2249], [-7.4345, -1.9333, 0.7767], [-0.4083, -5.0090, 3.6970], [1.4128, -5.3204, 4.6104], [0.5835, -4.0575, 5.5373], [2.3398, -4.2208, 5.6208], [2.6786, -4.7631, 2.5527], [3.7726, -3.7752, 3.5406], [2.9803, -3.0843, 2.1039], [1.1187, -1.5079, 4.9292], [2.3040, -1.2217, 3.6612], [2.7918, -2.0416, 5.1493], [2.0659, 1.2106, 2.5607], [1.9328, 2.8958, 2.0844], [2.5214, 3.7934, 2.7889], [2.5451, 5.1052, 2.5103], [1.5690, 6.0033, 2.0292], [0.2388, 5.6923, 1.7706], [-0.6373, 6.6884, 1.3636], [-0.2116, 7.9969, 1.1970], [1.1139, 8.3095, 1.4675], [1.9926, 7.3267, 1.8838], [1.3653, 3.2192, 0.8522], [0.9007, 2.2900, 0.1688], [0.4863, 2.7157, -1.1453], [0.5883, 4.0555, -1.5317], [0.1819, 4.4319, -2.7968], [-0.3155, 3.4881, -3.6901], [-0.3925, 2.1599, -3.3109], [0.0118, 1.7724, -2.0413], [3.2454, 5.5567, 3.0737], [-0.1347, 4.6912, 1.8969], [-1.6706, 6.4237, 1.1773], [-0.9012, 8.7628, 0.8689], [1.4690, 9.3258, 1.3547], [3.0255, 7.5795, 2.0965], [0.9708, 4.7885, -0.8379], [0.2540, 5.4711, -3.0899], [-0.6319, 3.7909, -4.6797], [-0.7608, 1.4132, -4.0018], [-0.0167, 0.7352, -1.7576], [4.6243, -0.3948, 0.5889], [4.1038, -1.5412, -0.1416], [2.6830, -1.2674, -0.6037], [1.9695, -2.0396, -1.1605], [2.2943, 0.0260, -0.3597], [5.6264, -0.3062, 0.5097], [4.3727, -0.4172, 1.5711], [3.0994, 0.4710, 0.0184], [4.0897, -2.4773, 0.4160], [4.6946, -1.7125, -1.0424]],
  "mulliken_charge": [0.744, -1.587, 2.312, -1.755, -2.282, -0.794, -0.499, 0.003, 0.147, -0.054, -0.376, -0.406, -0.194, -0.994, 1.126, -0.555, 2.590, -2.516, -1.499, -1.445, 2.206, -1.302, -1.756, -1.968, 0.680, 0.633, -1.509, 0.116, 2.797, -2.351, -1.633, -1.523, 0.477, 0.122, 0.396, 0.465, 0.386, 0.295, 0.429, 0.407, 0.462, 0.387, 0.612, 0.458, 0.429, 0.430, 0.447, 0.400, 0.506, -0.153, 0.447, -0.234, 0.533, 0.298, 0.046, 0.491, 0.292, 0.470, 0.365, 0.214, 0.376, 0.456, 0.525, 0.416, 0.402, 0.490, 0.372, 0.468, -0.078, 0.283, 0.046, 0.495, -0.551, 0.468, -0.777, -0.054, 0.552, 0.413, -0.670, -0.675, -0.502, -0.622, -0.566, 0.855, 0.395, -0.511, -0.712, -0.502, -1.209, 0.001, 0.259, 0.240, 0.443, 0.413, 0.369, 0.384, 0.475, 0.418, 0.406, 0.455, 0.444, -0.597, -0.357, 0.344, -0.602, -0.339, 0.253, 0.156, 0.356, 0.206, 0.455],
  "lumo_ev": [-1.2, -1.2],
  "homo_energy_ev": [-7.45, -7.46],
  "total_charge": 0
}